# 1
Entry from the Open Molecules 2025 dataset: a structure of composition C45H45CuN2O2SSb (wB97M-V/def2-TZVPD).

Geometry as XYZ:
```
97
Properties=species:S:1:pos:R:3:forces:R:3:lowdin_charge:R:1
Cu -0.0223 0.5543 0.3819 -0.6596 -0.6774 0.3955 0.36
C -1.3147 2.3459 -1.8062 0.1513 -0.0367 0.1043 -0.02
C -0.1395 2.9656 -1.1274 -0.0195 -0.1582 0.3525 -0.30
C 0.3239 4.1986 -1.6074 0.4741 0.7637 0.1489 -0.03
C 1.3884 4.8123 -1.0041 -0.3447 -0.3533 -0.2644 -0.01
C 2.0619 4.1478 0.0421 -0.3001 -0.1459 0.0453 -0.17
C 3.2101 4.6912 0.6353 0.4107 0.1087 0.2127 -0.09
C 3.8310 4.0169 1.6655 0.0633 0.5776 -0.4143 -0.12
C 3.3273 2.8117 2.1108 -0.2689 -0.2507 -0.0790 -0.14
C 2.2026 2.2134 1.5378 0.3426 -0.4333 0.4574 -0.62
S 1.6814 0.6897 2.1000 -0.0780 -0.2338 0.4140 0.73
C 1.5318 2.8985 0.4801 0.7714 1.0947 0.0156 -0.22
N 0.4225 2.3735 -0.0849 0.0788 0.5879 -1.1647 0.06
H -1.3094 2.5865 -2.8686 0.0743 -0.0227 -0.0619 0.09
H -2.2374 2.7273 -1.3742 -0.1157 -0.0384 0.0457 0.09
H -1.2979 1.2703 -1.6716 -0.0976 -0.0994 -0.1221 0.06
H -0.1887 4.6558 -2.4455 0.0088 -0.0022 0.0371 0.11
H 1.7393 5.7883 -1.3228 0.0188 -0.0397 -0.0691 0.11
H 3.6082 5.6192 0.2452 0.0005 0.0899 0.0329 0.09
H 4.7292 4.4210 2.1207 -0.0186 0.0479 -0.0051 0.09
H 3.8137 2.2807 2.9149 0.0328 -0.0720 0.0667 0.08
C -2.2142 2.6727 4.9997 0.0498 0.1023 0.3244 -0.15
C -3.2604 1.9397 4.4608 -0.1323 0.0753 0.2632 -0.14
C -3.2284 1.5193 3.1518 -0.0485 -0.1088 -0.1936 -0.06
C -2.1331 1.8104 2.3067 -0.2440 0.1349 0.3496 -0.31
C -1.0857 2.5604 2.8777 0.0140 -0.0282 -0.2317 -0.05
C -1.1224 2.9612 4.1923 -0.0261 0.1416 0.2069 -0.12
N -2.0386 1.3170 1.0455 0.7610 -0.2827 -0.3802 0.04
C -3.1533 1.0746 0.3094 -0.2361 0.1737 0.0312 -0.34
C -3.1969 0.0069 -0.6107 0.1538 -0.0304 0.1626 -0.05
C -4.2664 -0.1536 -1.4606 -0.2040 -0.0217 -0.1357 -0.12
C -5.3422 0.7243 -1.4404 -0.2740 -0.1116 -0.2593 -0.16
C -5.3198 1.7841 -0.5476 -0.1780 0.0808 0.0157 -0.14
C -4.2574 1.9597 0.3121 -0.0202 0.0166 0.0827 -0.07
H -2.2430 3.0010 6.0321 0.0194 -0.0274 0.0263 0.07
H -4.1062 1.6762 5.0886 -0.0360 -0.0037 -0.0306 0.08
H -4.0394 0.9175 2.7603 0.0071 -0.0073 0.0008 0.11
H -0.2242 2.8028 2.2774 -0.0255 -0.0333 -0.0122 0.06
H -0.2772 3.5024 4.6021 0.0218 0.0558 -0.0170 0.09
H -2.3611 -0.6791 -0.6264 0.1131 -0.0920 0.0641 0.10
H -4.2766 -0.9778 -2.1625 0.0643 -0.1099 -0.0253 0.09
H -6.1845 0.5751 -2.1051 -0.0175 0.0334 -0.0395 0.07
H -6.1431 2.4922 -0.5308 -0.0038 0.0055 0.0169 0.08
H -4.2495 2.8085 0.9859 0.0480 -0.0300 0.0198 0.11
C -0.8870 -1.4885 2.0685 -0.1792 -0.2055 0.4163 -0.28
O -0.5222 -1.2019 0.7754 0.2944 -0.5770 -0.6483 -0.53
H -1.6422 -0.7855 2.4366 -0.0762 0.0091 0.1820 0.06
H -0.0306 -1.4589 2.7650 -0.0767 -0.0018 0.0869 0.05
H -1.3119 -2.5036 2.1177 -0.0277 0.0799 0.1507 0.06
C 1.3508 0.3587 -2.3060 0.1649 -0.2056 -0.0536 -0.29
O 1.1556 -0.1918 -1.0763 -0.3920 0.0930 0.4907 -0.47
H 1.4487 1.4600 -2.2756 0.0341 0.0297 -0.2030 0.06
H 0.5288 0.1180 -3.0103 0.0235 0.1031 -0.2150 0.07
H 2.2893 -0.0262 -2.7466 0.0184 0.0703 -0.1925 0.07
C -0.8981 -4.7672 -2.8830 -0.0549 -0.0466 -0.0315 -0.10
C 0.2427 -5.6013 -2.3719 -0.0835 0.0404 -0.0779 -0.34
C 0.3488 -6.9285 -2.7653 -0.0227 -0.1870 -0.0707 -0.08
C 1.3925 -7.7192 -2.3156 -0.0225 -0.2317 -0.1311 -0.13
C 2.3390 -7.1782 -1.4664 0.2185 -0.1672 0.0573 -0.12
C 2.2249 -5.8538 -1.0764 0.1878 -0.0157 0.0657 -0.14
C 1.1919 -5.0396 -1.5156 -0.0162 0.4365 0.1811 -0.32
Sb 0.8885 -2.8785 -0.7447 0.0794 -0.3957 -0.2867 1.68
C 2.9934 -2.3794 -1.1669 -0.5003 -0.1209 0.1936 -0.29
C 3.6492 -1.5490 -0.2703 0.0702 0.1731 -0.0153 -0.16
C 4.9217 -1.0680 -0.5202 0.0183 0.0826 0.1457 -0.09
C 5.5561 -1.3993 -1.7028 0.1605 0.0342 -0.0913 -0.12
C 4.8854 -2.1639 -2.6392 0.1809 0.0661 -0.0788 -0.09
C 3.5963 -2.6321 -2.3989 0.0541 -0.1229 -0.1123 -0.32
C 2.8663 -3.3273 -3.5097 0.0539 -0.1578 -0.0055 -0.07
C 0.9080 -3.9909 1.1848 0.0868 0.4611 -0.3021 -0.28
C -0.2363 -4.7771 1.2489 -0.0962 -0.0806 -0.0518 -0.17
C -0.5471 -5.5474 2.3547 -0.1646 -0.1223 0.0051 -0.11
C 0.3053 -5.5408 3.4433 -0.0736 -0.1231 0.1192 -0.11
C 1.4496 -4.7710 3.3947 -0.0032 -0.1040 0.1747 -0.07
C 1.7632 -3.9917 2.2855 0.1047 -0.0491 0.0662 -0.29
C 3.0105 -3.1694 2.3386 -0.0252 -0.0285 0.0031 -0.05
H -1.5574 -5.3492 -3.5266 -0.0535 -0.0374 -0.0621 0.06
H -0.5204 -3.9140 -3.4462 -0.0761 0.1024 -0.0457 0.06
H -1.4811 -4.3652 -2.0547 -0.0941 0.0714 -0.0472 0.05
H -0.3886 -7.3602 -3.4344 -0.0767 0.0384 -0.0227 0.09
H 1.4648 -8.7536 -2.6313 0.0000 -0.0329 -0.0031 0.08
H 3.1606 -7.7963 -1.1167 0.0013 0.0659 0.0434 0.09
H 2.9699 -5.4369 -0.4103 0.1055 0.0303 0.1222 0.10
H 3.1259 -1.2146 0.6083 0.0151 0.1407 0.1390 0.04
H 5.4002 -0.4125 0.1948 0.0132 0.0657 0.0720 0.10
H 6.5480 -1.0195 -1.9188 0.0442 -0.0214 -0.0068 0.09
H 5.3649 -2.3703 -3.5916 -0.0787 -0.0308 -0.0403 0.09
H 3.3775 -3.1821 -4.4623 -0.0110 0.0509 -0.0325 0.07
H 1.8592 -2.9200 -3.5867 -0.1584 -0.0175 -0.1390 0.06
H 2.7757 -4.3956 -3.3215 -0.0302 -0.0491 -0.0668 0.06
H -0.9137 -4.7887 0.4030 -0.1072 -0.0150 -0.0725 0.09
H -1.4506 -6.1462 2.3771 -0.0205 0.0261 -0.0639 0.09
H 0.0782 -6.1279 4.3258 0.0029 -0.0163 0.0079 0.09
H 2.1183 -4.7702 4.2485 0.0615 0.0536 0.0030 0.10
H 3.6201 -3.4362 3.2008 0.0313 -0.0279 0.0801 0.07
H 2.7459 -2.1170 2.4245 0.0921 0.1822 -0.0192 0.05
H 3.6018 -3.3049 1.4373 0.0727 0.0447 -0.0040 0.06
```
Forces are in eV/Å.

Computed properties:
Net charge = -2
Gap between HOMO and LUMO (alpha / beta) = 5.78 / 5.76 eV
LUMO level (alpha / beta) = 0.16370 / 0.16370 Eh
<S²> = 0.75
HOMO energy (alpha / beta) = -1.3 / -1.3 eV
2S+1 = 2



# 2
Entry from the Open Molecules 2025 dataset: a structure of composition C45H46AsCl4F2GeHfN3O4 (wB97M-V/def2-TZVPD).

Geometry as XYZ:
```
107
Properties=species:S:1:pos:R:3:forces:R:3:lowdin_charge:R:1
Hf 0.0630 -0.4547 0.6009 0.8489 -0.5104 0.8020 1.72
Cl -0.8424 3.1439 -5.1122 0.0140 0.0623 -0.0007 0.74
C -1.1071 2.1553 -3.7398 0.0149 -0.0466 0.0281 -0.69
C -2.3860 2.0318 -3.1993 0.0554 -0.0358 0.0072 -0.70
Cl -3.7231 2.8200 -3.9196 0.0128 0.0560 0.0280 0.75
C -2.5696 1.2478 -2.0640 -0.2229 -0.0809 0.0430 -0.61
Cl -4.1030 1.1169 -1.2847 0.0201 0.0309 -0.0242 0.76
C -1.5208 0.5134 -1.5353 -0.0890 -0.2694 0.0821 -0.39
O -1.6573 -0.2613 -0.4413 -0.6247 0.1822 -0.8462 -0.30
C -0.2648 0.5577 -2.1350 0.0987 -0.0612 0.0215 -0.36
O 0.6934 -0.3127 -1.6015 -0.3233 0.2902 -0.0418 -0.32
C -0.0432 1.4400 -3.1805 0.2469 0.0414 -0.0981 -0.61
Cl 1.5584 1.6471 -3.7913 -0.2244 0.0398 0.0932 0.79
F 4.3305 -3.9530 -0.3760 -0.0413 0.0315 0.0092 0.09
C 3.5038 -3.4053 0.5238 0.1237 -0.0804 -0.0746 -0.25
C 2.7117 -2.3379 0.1416 0.0212 0.0102 -0.0189 -0.06
C 1.8418 -1.7349 1.0284 0.3743 -0.3005 0.0401 -0.18
C 1.8216 -2.2026 2.3674 -0.0990 0.0630 0.0660 -0.15
C 2.6071 -3.3041 2.6891 0.1093 -0.0791 0.0829 -0.21
F 2.5973 -3.8177 3.9330 0.0132 -0.0078 -0.0281 0.08
C 3.4536 -3.9288 1.7911 -0.0197 -0.0444 0.0900 0.10
C 1.0782 -1.4068 3.3813 0.1701 -0.1341 -0.2368 -0.20
C 0.9513 -1.7439 4.7245 0.0105 0.0883 0.0764 0.02
C 0.4224 -0.8234 5.6125 0.0004 -0.0361 0.0787 -0.01
C 0.0427 0.4271 5.1545 -0.0174 0.0239 0.1011 -0.02
C 0.1239 0.6643 3.8027 0.0645 -0.0937 -0.1971 -0.11
N 0.5819 -0.2321 2.9161 -0.1023 -0.2354 0.0871 0.01
H 2.8219 -1.9794 -0.8655 0.0237 0.0470 -0.1511 0.05
H 4.0614 -4.7704 2.0937 -0.0132 0.0250 -0.0058 0.15
H 1.2946 -2.6981 5.0814 0.0028 0.0043 0.0112 0.12
H 0.3368 -1.0764 6.6625 0.0064 0.0151 -0.0439 0.13
H -0.3216 1.1987 5.8191 0.0183 -0.0389 -0.0216 0.12
H -0.1815 1.6216 3.4154 -0.0449 0.0456 -0.0556 0.08
C -1.2160 -4.5355 2.6912 -0.1028 0.0290 -0.0372 -0.01
N -2.3179 -3.8626 2.0046 0.0485 -0.0296 0.0182 0.07
C -2.2250 -2.6633 1.4339 0.0235 -0.0701 -0.0104 -0.54
N -3.2862 -2.1322 0.8165 -0.0388 -0.0118 0.0620 0.23
O -1.1272 -2.0234 1.5036 0.1185 0.4563 -0.0989 -0.13
H -1.4230 -4.6203 3.7564 -0.0118 0.0051 0.0101 0.10
H -0.3074 -3.9610 2.5458 0.0164 0.0353 -0.0253 0.07
H -1.0775 -5.5295 2.2714 -0.0079 -0.0135 -0.0014 0.10
H -3.2025 -4.3412 1.9501 0.0132 -0.0321 0.0080 0.16
H -4.1295 -2.6632 0.6813 -0.0053 -0.0036 -0.0038 0.13
H -3.1306 -1.3055 0.2496 0.0224 0.0098 -0.0283 0.07
O 0.3761 1.5052 0.5516 -0.6355 0.6509 0.4096 -0.51
As -0.5640 2.8863 0.9929 0.2860 -0.1676 -0.0048 1.32
C -2.1885 2.4104 1.8710 -0.1288 -0.1243 0.0473 -0.30
C -2.5233 1.1058 2.2401 0.0602 0.1852 -0.1262 -0.12
C -3.6828 0.8633 2.9514 -0.1202 0.0803 0.0096 -0.05
C -4.5196 1.9192 3.2945 -0.0295 -0.0321 0.0232 -0.04
C -4.1956 3.2168 2.9294 0.0024 0.0075 0.0048 -0.04
C -3.0290 3.4676 2.2200 -0.0947 -0.1402 0.0243 -0.10
C 0.5953 3.8264 2.1570 0.2243 -0.0486 0.1209 -0.32
C 0.1135 4.8281 2.9929 0.0959 0.0380 0.0412 -0.07
C 1.0075 5.5399 3.7776 0.0052 0.0075 0.0242 -0.05
C 2.3655 5.2520 3.7210 0.0132 0.0045 -0.0042 -0.05
C 2.8386 4.2490 2.8853 -0.0264 -0.0231 0.0109 -0.05
C 1.9541 3.5253 2.0967 0.0276 0.1346 0.1535 -0.09
C -0.8792 3.9804 -0.5008 0.0608 -0.0130 -0.2402 -0.31
C -2.1568 4.3864 -0.8657 0.0715 0.0644 -0.1399 -0.10
C -2.2910 5.3180 -1.8859 -0.0324 -0.0237 -0.0439 -0.07
C -1.1674 5.8031 -2.5402 0.0152 -0.0243 -0.0340 -0.05
C 0.1051 5.3634 -2.1878 -0.0177 -0.0089 -0.0493 -0.05
C 0.2581 4.4535 -1.1566 -0.1218 0.1421 -0.0553 -0.08
H -1.9109 0.2442 1.9927 -0.1211 0.2116 0.0974 0.05
H -3.9381 -0.1500 3.2328 0.0026 0.0159 0.0025 0.12
H -5.4297 1.7274 3.8481 0.0214 0.0049 -0.0095 0.12
H -4.8489 4.0377 3.1953 0.0175 -0.0255 -0.0119 0.12
H -2.7970 4.4844 1.9334 0.0242 0.0423 -0.0174 0.10
H -0.9405 5.0601 3.0497 -0.0430 0.0081 -0.0162 0.10
H 0.6431 6.3210 4.4323 0.0189 -0.0237 -0.0184 0.12
H 3.0581 5.8144 4.3340 -0.0129 -0.0196 -0.0199 0.12
H 3.8971 4.0263 2.8482 -0.0221 0.0089 0.0010 0.12
H 2.3193 2.7347 1.4562 -0.0166 -0.0263 -0.0329 0.10
H -3.0379 3.9830 -0.3854 -0.0147 -0.0139 0.0378 0.10
H -3.2774 5.6543 -2.1765 0.0205 -0.0074 -0.0080 0.12
H -1.2832 6.5230 -3.3406 0.0068 -0.0112 0.0331 0.12
H 0.9759 5.7372 -2.7103 -0.0259 -0.0021 0.0001 0.12
H 1.2499 4.1325 -0.8614 0.0093 -0.0188 0.0230 0.11
C 3.9820 -3.6896 -4.8525 0.0165 -0.0040 -0.0174 -0.09
C 3.2183 -2.4849 -5.3978 0.0464 -0.0207 0.1146 -0.27
C 3.5826 -1.1609 -4.7200 0.1102 -0.0120 0.0448 -0.28
C 3.2402 -1.1378 -3.2221 0.2853 0.0939 -0.1169 -0.32
Ge 1.3813 -1.5388 -2.9995 -0.5102 0.0835 0.0703 0.98
C 0.9504 -3.3336 -2.4265 -0.0917 -0.2743 0.0668 -0.27
C -0.1320 -3.4734 -1.3437 0.0721 -0.0552 -0.1048 -0.27
C -1.4740 -3.9592 -1.8848 0.0180 0.0013 -0.0796 -0.24
C -2.1319 -2.9605 -2.8328 0.0167 -0.0121 -0.0219 -0.08
H 3.7229 -4.5977 -5.3975 0.0031 0.0323 0.0020 0.08
H 3.7757 -3.8789 -3.7953 -0.0095 0.0338 -0.0331 0.05
H 5.0594 -3.5404 -4.9526 -0.0398 0.0036 0.0024 0.09
H 2.1347 -2.6622 -5.3081 0.0110 0.0015 -0.0239 0.08
H 3.4007 -2.3923 -6.4690 0.0037 -0.0049 -0.0068 0.12
H 3.0702 -0.3410 -5.2290 -0.0035 -0.0157 0.0234 0.08
H 4.6539 -0.9765 -4.8332 -0.0069 -0.0161 -0.0401 0.12
H 3.4365 -0.1693 -2.7617 0.1041 -0.0253 -0.0562 0.06
H 3.8138 -1.8891 -2.6794 0.0927 -0.0141 -0.0428 0.06
H 0.4121 -1.0871 -4.0870 0.0464 0.0746 -0.0982 0.05
H 1.8834 -3.8135 -2.1318 -0.0304 -0.0259 0.0463 0.06
H 0.6244 -3.8313 -3.3470 0.0362 -0.0353 0.0447 0.08
H -0.2910 -2.4982 -0.8746 -0.1647 -0.0083 0.1160 0.03
H 0.2236 -4.1314 -0.5490 -0.0032 -0.0341 -0.0109 0.12
H -2.1465 -4.1797 -1.0515 -0.0002 0.0347 0.0271 0.09
H -1.3114 -4.9092 -2.4010 -0.0338 -0.0108 0.0141 0.12
H -2.2593 -1.9877 -2.3495 -0.0122 -0.0072 0.0071 0.06
H -3.1150 -3.3029 -3.1572 0.0306 -0.0134 0.0100 0.08
H -1.5352 -2.8080 -3.7358 -0.0113 0.0006 0.0347 0.07
```
Forces are in eV/Å.

Computed properties:
Net charge = +2
Gap between HOMO and LUMO = 8.06 eV
LUMO level = -0.18777 Eh
HOMO energy = -13.2 eV



How do the records compare in max |F|? In the order shown, they have 1.3, 1.3 eV/Å.
How do the records compare in DFT total energy? In the order shown, they have -4280.67762, -8608.56628 hartree.